C18H51F3N4O7 | wB97M-V/def2-TZVPD

Electronic energy   -47936.39979 eV
LUMO   0.14 eV
Molecular weight   492.62 g/mol

Last columns: bonded neighbours and bond lengths (Å).
Atoms and positions in Å:
1 F -0.332 3.949 0.827  C15 1.350
2 F -0.950 4.114 2.927  C15 1.344
3 F -2.318 4.650 1.370  C15 1.363
4 O -1.294 -1.389 -2.323  C22 1.431, H71 0.962
5 O 3.318 4.767 -2.516  C23 1.395, C24 1.409
6 O -1.219 -0.511 4.362  C29 1.417, H37 0.983
7 O -1.077 1.368 2.257  C26 1.330
8 O -4.361 -3.585 1.807  C19 1.410, C25 1.425
9 O 4.550 -3.414 -1.861  C17 1.427, C30 1.420
10 O -2.037 1.866 0.288  C26 1.462, C31 1.426
11 N -0.260 -0.399 0.144  H39 1.029, H56 1.055, H64 1.041, H66 1.048
12 N 2.357 2.191 -0.062  C20 1.470, H33 1.014, H73 1.016
13 N -0.956 -2.235 2.144  C21 1.455, H58 1.015, H69 1.027
14 N 2.641 -0.791 -0.134  C18 1.469, H40 1.027, H82 1.019
15 C -1.347 3.750 1.696  F1 1.350, F2 1.344, F3 1.363, C26 1.544
16 C 4.779 -0.583 -1.380  C18 1.520, H43 1.095, H52 1.095, H53 1.091
17 C 4.009 -3.622 -3.165  O9 1.427, H51 1.087, H59 1.093, H77 1.090
18 C 3.448 -1.305 -1.249  N14 1.469, C16 1.520, C30 1.545, H57 1.093
19 C -5.457 -3.947 2.616  O8 1.410, H34 1.095, H63 1.094, H67 1.087
20 C 2.423 2.814 -1.391  N12 1.470, C24 1.536, C28 1.523, H42 1.098
21 C -2.131 -2.831 1.526  N13 1.455, C25 1.521, C27 1.527, H38 1.095
22 C -2.303 -2.357 -2.626  O4 1.431, H65 1.089, H81 1.090, H83 1.092
23 C 3.801 6.075 -2.469  O5 1.395, H36 1.092, H49 1.097, H80 1.096
24 C 2.866 4.280 -1.274  O5 1.409, C20 1.536, H46 1.095, H60 1.097
25 C -3.203 -3.195 2.542  O8 1.425, C21 1.521, H47 1.097, H48 1.095
26 C -1.841 2.287 1.675  O7 1.330, O10 1.462, C15 1.544, H44 1.105
27 C -1.709 -4.056 0.717  C21 1.527, H41 1.090, H50 1.088, H61 1.093
28 C 1.113 2.563 -2.127  C20 1.523, H35 1.090, H72 1.088, H74 1.096
29 C -2.010 0.213 5.288  O6 1.417, H55 1.090, H75 1.092, H78 1.094
30 C 3.692 -2.793 -0.915  O9 1.420, C18 1.545, H54 1.094, H68 1.093
31 C -3.163 2.364 -0.432  O10 1.426, C32 1.509, H45 1.094, H79 1.093
32 C -3.134 1.713 -1.794  C31 1.509, H62 1.096, H70 1.091, H76 1.092
33 H 1.616 2.639 0.466  N12 1.014
34 H -5.614 -3.203 3.404  C19 1.095
35 H 0.843 1.509 -2.064  C28 1.090
36 H 4.022 6.364 -3.499  C23 1.092
37 H -0.911 0.131 3.684  O6 0.983
38 H -2.600 -2.108 0.850  C21 1.095
39 H -0.721 -0.647 -0.741  N11 1.029
40 H 2.721 0.232 -0.176  N14 1.027
41 H -0.810 -3.880 0.125  C27 1.090
42 H 3.180 2.207 -1.904  C20 1.098
43 H 4.644 0.492 -1.220  C16 1.095
44 H -2.830 2.332 2.168  C26 1.105
45 H -4.081 2.085 0.094  C31 1.094
46 H 2.028 4.867 -0.882  C24 1.095
47 H -3.460 -2.301 3.122  C25 1.097
48 H -2.935 -3.971 3.266  C25 1.095
49 H 3.101 6.845 -2.121  C23 1.097
50 H -2.580 -4.318 0.121  C27 1.088
51 H 4.767 -4.240 -3.639  C17 1.087
52 H 5.235 -0.578 -2.376  C16 1.095
53 H 5.570 -0.962 -0.731  C16 1.091
54 H 2.733 -3.296 -0.760  C30 1.094
55 H -2.918 -0.341 5.524  C29 1.090
56 H -0.449 -1.063 0.943  N11 1.055
57 H 2.933 -1.294 -2.214  C18 1.093
58 H -0.329 -2.929 2.538  N13 1.015
59 H 3.986 -2.674 -3.709  C17 1.093
60 H 3.687 4.283 -0.546  C24 1.097
61 H -1.429 -4.842 1.423  C27 1.093
62 H -4.031 1.989 -2.361  C32 1.096
63 H -5.292 -4.919 3.091  C19 1.094
64 H 0.764 -0.307 -0.024  N11 1.041
65 H -2.043 -3.369 -2.316  C22 1.089
66 H -0.642 0.474 0.582  N11 1.048
67 H -6.340 -3.987 1.983  C19 1.087
68 H 4.310 -2.869 -0.017  C30 1.093
69 H -1.130 -1.584 2.920  N13 1.027
70 H -3.131 0.624 -1.729  C32 1.091
71 H -0.662 -1.414 -3.048  O4 0.962
72 H 0.298 3.225 -1.842  C28 1.088
73 H 3.244 2.337 0.411  N12 1.016
74 H 1.325 2.720 -3.190  C28 1.096
75 H -2.234 1.188 4.849  C29 1.092
76 H -2.337 1.976 -2.492  C32 1.092
77 H 3.028 -4.096 -3.159  C17 1.090
78 H -1.460 0.396 6.216  C29 1.094
79 H -3.116 3.454 -0.486  C31 1.093
80 H 4.726 6.284 -1.919  C23 1.096
81 H -3.205 -2.040 -2.102  C22 1.090
82 H 3.160 -1.031 0.710  N14 1.019
83 H -2.526 -2.343 -3.694  C22 1.092

Here are the Mulliken charges for atoms 1 to 2, given in e:
1 F -0.19
2 F -0.29